Entry 1:
The following is a DFT calculation (ωB97M-V with the def2-TZVPD basis set) of one molecule with the formula C4H5N3O in a non-equilibrium geometry.

The geometry in XYZ format:
```
13
C4H5N3O (ωB97M-V with the def2-TZVPD basis set)
C -0.901 -1.149 0.294
C 0.790 0.051 0.062
C 0.845 1.631 -0.185
C -0.527 0.098 0.004
H -2.395 -2.407 -0.114
H 1.976 -1.559 0.467
H 1.577 1.888 -1.035
H 1.283 2.357 0.721
H -1.023 2.197 -0.255
N 0.089 -1.989 0.288
N 1.082 -1.181 0.026
N -0.594 1.458 -0.716
O -2.202 -1.395 0.443
```

Results
* 2S+1: 1
* molar mass: 111.1 g mol⁻¹
* E_LUMO: 0.8 eV
* structure (SMILES): Oc1n[nH]c2c1NC2
* total charge: 0
* orbital gap: 9.5 eV

Löwdin atomic charge list, values in e, 2 entries: -0.476, -0.224


Entry 2:
The following is a DFT calculation (ωB97M-V with the def2-TZVPD basis set) of a 12-piece molecular cluster, C21H41N12O26PS overall in a non-equilibrium geometry.

The geometry in XYZ format:
```
102
C21H41N12O26PS (ωB97M-V with the def2-TZVPD basis set)
N -0.731 0.902 -0.125
P -2.088 0.383 -0.911
O -1.534 -0.335 -2.421
O -2.828 -0.783 0.175
C -3.325 1.825 -1.145
C -2.877 3.432 -1.022
C -3.971 4.678 -1.218
C -5.577 4.374 -1.516
C -6.016 2.796 -1.618
C -4.923 1.540 -1.462
C -5.569 0.008 -1.649
O -4.930 -0.983 -2.292
C -7.106 -0.162 -1.011
S -7.616 -1.732 -0.124
C -8.097 0.980 -1.139
C -7.618 2.398 -1.887
O -8.451 3.145 -2.640
H -0.793 1.927 0.064
H -0.750 -0.912 -2.122
H -3.296 -1.512 -0.328
H -1.757 3.705 -0.791
H -3.567 5.791 -1.152
H -6.366 5.241 -1.655
H -7.554 -1.393 1.256
H -9.168 0.846 -0.665
C -12.689 0.884 1.592
N -11.276 1.009 1.143
O -11.082 1.244 -0.055
O -10.402 0.867 2.006
H -13.347 1.031 0.733
H -12.816 -0.117 2.008
H -12.864 1.653 2.348
C 2.226 1.256 -1.629
N 2.512 2.652 -2.057
O 1.543 3.371 -2.327
O 3.701 2.987 -2.110
H 1.145 1.101 -1.629
H 2.711 0.587 -2.343
H 2.634 1.129 -0.625
C 4.865 -2.055 -4.541
N 3.930 -1.211 -3.749
O 4.428 -0.433 -2.927
O 2.723 -1.354 -3.975
H 5.889 -1.825 -4.240
H 4.626 -3.099 -4.331
H 4.710 -1.817 -5.596
C 6.891 0.581 -0.147
N 7.491 -0.641 -0.748
O 8.709 -0.800 -0.610
O 6.721 -1.407 -1.340
H 7.680 1.158 0.340
H 6.435 1.155 -0.956
H 6.144 0.258 0.581
C 9.893 2.793 2.401
N 8.435 2.668 2.670
O 7.666 2.846 1.718
O 8.103 2.394 3.829
H 10.038 3.035 1.346
H 10.278 3.593 3.037
H 10.357 1.835 2.644
C -8.214 0.864 4.413
N -7.377 1.976 4.939
O -6.486 2.412 4.201
O -7.638 2.380 6.079
H -7.874 0.613 3.406
H -8.091 0.013 5.085
H -9.249 1.211 4.396
C -15.968 -1.518 4.358
N -14.555 -1.394 3.909
O -14.361 -1.159 2.710
O -13.681 -1.535 4.772
H -16.626 -1.371 3.499
H -16.095 -2.520 4.774
H -16.143 -0.749 5.113
C 7.286 -4.334 -7.933
N 6.351 -3.491 -7.141
O 6.848 -2.713 -6.319
O 5.143 -3.634 -7.367
H 8.310 -4.105 -7.632
H 7.046 -5.379 -7.723
H 7.131 -4.096 -8.988
C 8.657 -3.818 -1.598
N 9.381 -4.936 -2.260
O 10.504 -5.218 -1.827
O 8.802 -5.499 -3.196
H 9.281 -3.417 -0.796
H 8.465 -3.055 -2.355
H 7.725 -4.221 -1.196
C 4.157 -3.259 0.124
N 4.881 -4.377 -0.538
O 6.004 -4.659 -0.105
O 4.302 -4.939 -1.475
H 4.781 -2.858 0.925
H 3.965 -2.496 -0.634
H 3.225 -3.662 0.526
C 8.007 2.577 7.023
N 8.844 3.688 7.550
O 9.735 4.124 6.812
O 8.583 4.092 8.689
H 8.346 2.325 6.016
H 8.130 1.725 7.696
H 6.972 2.923 7.006
```

Results
* 2S+1: 1
* molar mass: 940.7 g mol⁻¹
* E_LUMO: -1.9 eV
* structure (SMILES): N=P(O)(O)c1cccc2c1C(=O)C(S)=CC2=O.C[N+](=O)[O-].C[N+](=O)[O-].C[N+](=O)[O-].C[N+](=O)[O-].C[N+](=O)[O-].C[N+](=O)[O-].C[N+](=O)[O-].C[N+](=O)[O-].C[N+](=O)[O-].C[N+](=O)[O-].C[N+](=O)[O-]
* total charge: 0
* orbital gap: 6.9 eV

Löwdin atomic charge list, values in e, 2 entries: -0.219, 0.727


Entry 3:
The following is a DFT calculation (ωB97M-V with the def2-TZVPD basis set) of a 2-piece molecular cluster, C29H39BNO2 overall in a non-equilibrium geometry.

The geometry in XYZ format:
```
72
C29H39BNO2 (ωB97M-V with the def2-TZVPD basis set)
C -10.069 10.649 -4.659
O -9.272 11.756 -4.179
C -8.317 11.452 -3.261
C -7.404 12.480 -2.913
C -6.399 12.233 -2.012
C -6.241 10.956 -1.421
C -5.132 10.693 -0.517
C -3.926 11.406 -0.706
C -2.831 11.397 0.138
C -1.756 12.336 -0.030
C -0.665 12.281 0.884
C 0.431 13.127 0.759
C 0.492 14.078 -0.266
C -0.567 14.155 -1.188
C -1.682 13.326 -1.063
C -5.291 9.689 0.518
C -6.529 9.550 1.205
C -6.684 8.667 2.250
C -5.576 7.912 2.702
O -5.750 7.131 3.812
C -4.622 6.295 4.162
C -4.354 7.991 1.980
C -4.247 8.820 0.878
C -7.157 9.938 -1.778
C -8.180 10.163 -2.676
H -10.763 11.109 -5.370
H -9.437 9.904 -5.158
H -10.615 10.186 -3.830
H -7.494 13.457 -3.379
H -5.716 13.025 -1.705
H -3.914 12.044 -1.593
H -2.818 10.792 1.039
H -0.727 11.532 1.676
H 1.226 13.067 1.507
H 1.332 14.772 -0.315
H -0.520 14.902 -1.983
H -2.497 13.411 -1.795
H -7.366 10.186 0.919
H -7.631 8.559 2.770
H -4.978 5.650 4.968
H -4.311 5.689 3.305
H -3.795 6.927 4.500
H -3.480 7.433 2.315
H -3.328 8.824 0.297
H -7.038 8.948 -1.339
H -8.861 9.347 -2.922
C -0.957 -0.110 2.663
C -0.921 0.657 3.967
N -1.637 2.000 3.892
C -3.042 1.776 3.396
C -3.856 3.047 3.256
C -1.684 2.620 5.273
C -0.340 2.549 5.974
B -0.753 2.999 2.911
H -1.217 4.206 2.894
H -0.425 -1.055 2.795
H -1.963 -0.365 2.324
H -0.456 0.430 1.858
H -1.357 0.076 4.790
H 0.124 0.879 4.223
H -2.984 1.266 2.427
H -3.535 1.090 4.100
H -4.849 2.812 2.852
H -4.030 3.568 4.206
H -3.379 3.732 2.550
H -2.007 3.661 5.159
H -2.456 2.103 5.857
H -0.350 3.167 6.877
H -0.086 1.534 6.297
H 0.467 2.926 5.341
H 0.387 3.036 3.364
H -0.795 2.538 1.779
```

Results
* 2S+1: 1
* molar mass: 444.4 g mol⁻¹
* E_LUMO: -5.0 eV
* total charge: +1
* orbital gap: 6.2 eV

Löwdin atomic charge list, values in e, 2 entries: -0.044, -0.059


Entry 4:
The following is a DFT calculation (ωB97M-V with the def2-TZVPD basis set) of one molecule with the formula C5H6N2O in a non-equilibrium geometry.

The geometry in XYZ format:
```
14
C5H6N2O (ωB97M-V with the def2-TZVPD basis set)
C 1.052 -0.318 -0.136
C 0.239 1.750 -0.069
C -2.169 0.068 0.134
C -1.477 -1.348 -0.056
C -0.221 -0.541 -0.186
H 2.179 -1.994 0.538
H 0.359 2.814 0.201
H -2.715 0.430 -0.731
H -2.646 0.324 1.021
H -1.747 -2.117 -0.814
H -1.416 -1.707 0.988
N 1.283 1.062 0.042
N -0.749 0.785 -0.008
O 2.213 -1.043 0.055
```

Results
* 2S+1: 1
* molar mass: 110.1 g mol⁻¹
* E_LUMO: 0.7 eV
* structure (SMILES): Oc1ncn2c1CC2
* total charge: 0
* orbital gap: 9.0 eV

Löwdin atomic charge list, values in e, 2 entries: -0.349, -0.168


Entry 5:
The following is a DFT calculation (ωB97M-V with the def2-TZVPD basis set) of C21H23FeN4O6Si as an isolated structure in a non-equilibrium geometry.

The geometry in XYZ format:
```
56
C21H23FeN4O6Si (ωB97M-V with the def2-TZVPD basis set)
Fe 1.067 1.322 0.319
C 2.698 1.244 1.690
C 1.661 2.030 2.253
C 1.454 3.142 1.396
C 2.338 3.036 0.310
C 3.113 1.854 0.483
H 3.047 0.299 2.074
H 1.115 1.810 3.156
H 0.699 3.900 1.515
H 2.383 3.707 -0.532
H 3.874 1.486 -0.185
C 2.537 0.605 -2.939
C 1.117 1.069 -2.811
C 0.271 1.198 -3.894
C -1.037 1.637 -3.685
C -1.510 1.908 -2.425
C -0.622 1.720 -1.352
N 0.666 1.380 -1.591
N -0.780 1.791 -0.025
Si -2.180 2.331 0.842
C -1.810 2.206 2.669
C -3.644 1.232 0.468
C -2.602 4.098 0.383
H 2.615 -0.152 -3.718
H 2.880 0.174 -2.001
H 3.199 1.431 -3.209
H 0.622 0.944 -4.884
H -1.697 1.753 -4.535
H -2.533 2.214 -2.255
H -1.479 1.198 2.926
H -2.723 2.412 3.233
H -1.052 2.914 3.010
H -3.391 0.185 0.647
H -3.992 1.315 -0.563
H -4.479 1.498 1.121
H -1.754 4.774 0.511
H -3.423 4.470 1.001
H -2.919 4.165 -0.660
O -0.713 -1.074 -1.051
C 0.099 -1.356 -0.193
O 0.872 -0.555 0.474
C 0.235 -2.801 0.249
C -0.551 -3.766 -0.366
C -0.423 -5.083 0.029
C 0.458 -5.488 1.013
C 1.222 -4.502 1.602
C 1.130 -3.170 1.243
N 2.179 -4.890 2.658
O 2.215 -6.058 2.978
O 2.818 -4.003 3.184
N -1.260 -6.112 -0.624
O -1.975 -5.750 -1.532
O -1.073 -7.266 -0.302
H -1.247 -3.477 -1.140
H 0.543 -6.523 1.306
H 1.745 -2.428 1.728
```

Results
* 2S+1: 2
* <S²>: 0.77
* molar mass: 511.4 g mol⁻¹
* E_LUMO (alpha / beta): -0.7 / -0.7 eV
* total charge: 0
* orbital gap (alpha / beta): 7.3 / 7.4 eV

Löwdin atomic charge list, values in e, 2 entries: 0.609, -0.113


Entry 6:
The following is a DFT calculation (ωB97M-V with the def2-TZVPD basis set) of C31H42FNOsP2 as an isolated structure in a non-equilibrium geometry.

The geometry in XYZ format:
```
78
C31H42FNOsP2 (ωB97M-V with the def2-TZVPD basis set)
Os -0.752 -0.074 0.544
C -2.909 3.805 -1.776
C -2.659 2.875 -0.592
C -2.592 3.625 0.741
P -1.135 1.833 -0.786
C -0.982 1.356 -2.576
C -2.174 0.467 -2.939
C 0.336 0.608 -2.798
C 0.348 2.789 -0.403
C 0.617 4.041 -0.935
C 1.831 4.663 -0.695
C 2.804 3.988 0.028
C 2.547 2.744 0.573
C 1.282 2.148 0.440
N 0.934 0.918 1.018
C 1.718 0.310 2.012
C 2.380 1.025 3.019
C 3.242 0.377 3.881
C 3.475 -0.986 3.747
C 2.759 -1.722 2.813
C 1.843 -1.097 1.978
P 0.802 -1.904 0.716
C 0.124 -3.533 1.310
C 0.969 -4.300 2.321
C -1.285 -3.284 1.864
C 1.946 -2.246 -0.723
C 2.926 -1.086 -0.920
C 2.700 -3.567 -0.584
H -3.909 4.227 -1.675
H -2.870 3.289 -2.734
H -2.207 4.636 -1.795
H -3.473 2.143 -0.546
H -1.859 4.431 0.698
H -2.321 2.967 1.570
H -3.564 4.061 0.969
H -0.976 2.267 -3.177
H -2.167 -0.434 -2.319
H -2.098 0.150 -3.979
H -3.131 0.975 -2.812
H 0.371 -0.283 -2.169
H 1.203 1.234 -2.587
H 0.408 0.283 -3.837
H -0.112 4.522 -1.573
H 2.028 5.643 -1.106
H 3.780 4.434 0.166
H 3.343 2.219 1.077
H 2.181 2.082 3.130
H 3.745 0.937 4.659
H 4.198 -1.483 4.380
H 2.927 -2.785 2.740
H 0.032 -4.117 0.390
H 1.072 -3.744 3.252
H 1.953 -4.566 1.941
H 0.448 -5.231 2.548
H -1.264 -2.572 2.693
H -1.702 -4.216 2.247
H -1.957 -2.918 1.090
H 1.289 -2.307 -1.596
H 3.683 -1.086 -0.135
H 2.431 -0.115 -0.922
H 3.439 -1.203 -1.874
H 3.353 -3.561 0.289
H 3.334 -3.696 -1.462
H 2.035 -4.428 -0.531
F -6.008 -2.898 4.670
C -5.204 -2.311 3.790
C -4.216 -1.449 4.248
C -3.414 -0.813 3.327
C -3.584 -1.019 1.947
C -2.863 -0.199 0.972
C -4.555 -1.940 1.529
C -5.373 -2.576 2.440
H -4.113 -1.278 5.311
H -2.642 -0.132 3.672
H -3.314 -0.250 -0.024
H -2.794 0.848 1.344
H -4.681 -2.135 0.470
H -6.146 -3.264 2.124
```

Results
* 2S+1: 1
* molar mass: 699.9 g mol⁻¹
* E_LUMO (alpha / beta): -8.5 / -8.5 eV
* total charge: +2
* orbital gap (alpha / beta): 4.7 / 4.7 eV

Löwdin atomic charge list, values in e, 2 entries: 1.103, -0.072